(1)
Computed, not measured: the molecule C3H5NO in a non-equilibrium geometry, with the ωB97M-V functional and the def2-TZVPD basis.

Output
Molecular weight ... 71.08 g mol⁻¹
HOMO level ... -10.459 eV
ΔE to the lowest compared entry with this formula, charge and spin ... 129.4 kJ/mol
SMILES ... COCC#N
Kohn-Sham gap ... 11.2 eV

Geometry (Å):
C -1.023183 0.875435 0.352638
O -0.517016 0.311726 -0.844995
C 0.527601 -0.620895 -0.809300
C 1.223810 -0.791229 0.482125
N 1.794453 -0.966853 1.472933
H -2.047236 0.528380 0.544063
H -1.031648 1.967098 0.234236
H -0.395930 0.624036 1.211603
H 1.289266 -0.307689 -1.534171
H 0.179880 -1.620009 -1.109131

Cartesian forces, eV/Å:
-0.07 0.19 0.24
-0.01 0.06 -0.12
0.26 -0.21 -0.06
0.51 -0.15 0.89
-0.59 0.21 -0.98
0.23 0.00 -0.10
-0.03 -0.28 0.03
-0.12 0.08 -0.01
-0.12 -0.07 0.06
-0.05 0.18 0.05

=====

(2)
Computed, not measured: a 2-piece molecular cluster, C2H10N4O overall in a non-equilibrium geometry, with the ωB97M-V functional and the def2-TZVPD basis.

Output
Molecular weight ... 106.13 g mol⁻¹
HOMO level ... -8.150 eV
ΔE to the lowest compared entry with this formula, charge and spin ... 318.5 kJ/mol
SMILES ... [H]/N=C(\N)NC.NO
Kohn-Sham gap ... 8.9 eV

Geometry (Å):
H -1.238743 2.028482 -0.901392
N -1.325117 1.184832 -0.343970
C -0.205753 0.763021 0.105620
N 1.042128 1.356211 0.012656
N -0.265070 -0.438442 0.885347
C 0.654744 -0.609721 2.006794
H 1.818810 0.724557 -0.105891
H 1.075398 2.142548 -0.618341
H -1.236267 -0.592153 1.132660
H 0.312248 -1.441869 2.615990
H 0.720401 0.281228 2.634059
H 1.648963 -0.832902 1.620441
N -0.735803 -0.892132 -2.471059
O 0.298315 -1.131388 -1.536018
H -1.586195 -1.356156 -2.138936
H -0.966861 0.104130 -2.435545
H -0.011198 -1.290247 -0.462416

Cartesian forces, eV/Å:
0.13 -0.01 -0.05
0.39 0.04 0.38
-0.59 0.18 0.48
-0.33 -0.09 0.21
-0.09 0.43 0.08
0.11 0.21 -0.10
-0.02 -0.05 -0.07
0.00 -0.14 -0.02
0.09 0.15 -0.01
0.06 -0.08 -0.07
-0.02 0.01 0.01
0.02 -0.10 0.16
-0.66 -0.26 -0.06
0.06 -1.00 2.61
0.29 0.06 -0.11
0.13 -0.21 0.27
0.42 0.85 -3.70

=====

(3)
Computed, not measured: the molecule C5H11NO5S in a non-equilibrium geometry, with the ωB97M-V functional and the def2-TZVPD basis.

Output
Molecular weight ... 197.21 g mol⁻¹
HOMO level ... -9.665 eV
ΔE to the lowest compared entry with this formula, charge and spin ... 173.4 kJ/mol
SMILES ... CS(=O)(=O)ON1[C@H](O)CC[C@@H]1O
Kohn-Sham gap ... 10.3 eV

Geometry (Å):
C -1.176592 -0.242702 2.818338
S -1.275310 0.969645 1.564371
O -0.010421 1.701899 1.404203
O -2.399520 1.862799 1.713244
O -1.566897 0.139772 0.211813
N -0.705630 -0.333726 -0.751911
C 0.436155 -1.078214 -0.209374
O 1.000669 -0.613531 0.931371
C 1.450100 -1.074046 -1.386386
C 0.696129 -0.269720 -2.465628
C -0.194083 0.616615 -1.650223
O 0.715619 1.467653 -1.040668
H -0.428684 0.101769 3.465922
H -2.161474 -0.334871 3.431117
H -0.914841 -1.165865 2.342488
H 0.068940 -2.137016 0.130840
H 1.439115 0.209253 0.712844
H 1.840974 -2.065216 -1.660688
H 2.289182 -0.408158 -1.004704
H 1.454497 0.334860 -3.105684
H 0.018927 -0.811125 -2.987206
H -1.022884 1.213135 -2.267093
H 0.446027 1.916793 -0.196984

Cartesian forces, eV/Å:
-2.75 -0.46 0.79
0.70 3.61 -1.32
-1.10 -0.84 1.09
0.32 -1.62 0.21
-1.94 0.13 1.01
0.47 -1.26 0.48
-0.42 -3.75 -0.56
0.40 0.22 1.39
0.07 0.92 0.60
3.15 1.85 -0.08
-0.44 2.66 -1.20
0.89 2.09 0.70
1.23 0.31 0.90
1.58 0.31 -1.46
0.19 -0.45 0.03
0.43 1.69 -1.04
0.23 0.51 0.17
-0.29 0.47 0.00
-0.77 -1.12 -0.68
-1.69 -1.05 0.87
-1.41 -2.20 -2.31
1.52 -1.44 1.42
-0.37 -0.58 -1.01

=====

(4)
Computed, not measured: C60H58Ge2N5O3S2Sc as an isolated structure, with the ωB97M-V functional and the def2-TZVPD basis.

Output
Molecular weight ... 1151.47 g mol⁻¹
HOMO level (spin up / spin down) ... -3.516 / -4.555 eV
Total charge ... -1
ΔE to the lowest compared entry with this formula, charge and spin ... 0.0 kJ/mol
Kohn-Sham gap (spin up / spin down) ... 5.8 / 6.8 eV
2S+1 ... 2

Geometry (Å):
Sc -0.720336 0.519211 0.420967
C -4.040838 0.367756 -3.080244
O -4.578840 0.146873 -1.756166
C -3.518597 0.109809 -0.925638
N -2.363758 0.292823 -1.419373
C -2.536103 0.615171 -2.845992
C -1.650103 -0.167054 -3.784544
C -0.886727 -1.244838 -3.362785
C -0.136431 -1.972189 -4.281097
C -0.124284 -1.609238 -5.621113
C -0.870518 -0.514067 -6.044329
C -1.630223 0.198980 -5.128919
C -3.825640 -0.136225 0.502881
C -5.114086 -0.469145 0.833038
C -5.407273 -0.697280 2.195165
C -4.416475 -0.558315 3.107685
C -3.091463 -0.202771 2.700961
N -2.795945 -0.006273 1.367774
C -2.132397 -0.097482 3.725194
N -0.823151 0.133311 3.696304
C -0.290825 0.140422 5.056541
C -1.411707 -0.559830 5.808379
O -2.568632 -0.321707 4.995352
C 1.040383 -0.544435 5.246320
C 1.692983 -1.249971 4.241857
C 2.922952 -1.851075 4.492325
C 3.502558 -1.766648 5.748198
C 2.843619 -1.081184 6.765843
C 1.624083 -0.472652 6.512511
H -4.550849 1.227571 -3.507436
H -4.226198 -0.514861 -3.689219
H -2.321642 1.674526 -2.979825
H -0.884497 -1.521631 -2.317080
H 0.431677 -2.829977 -3.940973
H 0.464491 -2.175049 -6.335114
H -0.858279 -0.215482 -7.086355
H -2.210527 1.056207 -5.461952
H -5.863823 -0.551210 0.061666
H -6.406232 -0.977955 2.503835
H -4.600232 -0.728653 4.157283
H -0.191467 1.185138 5.371100
H -1.589134 -0.168061 6.805731
H -1.227976 -1.633911 5.860554
H 1.242578 -1.367219 3.264080
H 3.418127 -2.386467 3.689236
H 4.461315 -2.233776 5.938196
H 3.282229 -1.017755 7.754819
H 1.128082 0.086871 7.301946
C 0.249170 2.912336 -3.502595
C -0.247953 2.640038 -2.100827
N 0.247238 1.668954 -1.401353
N 1.344661 1.081027 -2.044805
C 2.185303 0.523100 -1.239736
S 2.028229 0.212006 0.434904
S 3.742739 0.027864 -1.949123
C 3.754702 0.960063 -3.501691
C 4.261111 2.376171 -3.388169
C 3.704176 3.288854 -2.490393
C 4.174877 4.592823 -2.426854
C 5.213237 5.010911 -3.255926
C 5.778859 4.109420 -4.144834
C 5.303060 2.803587 -4.205877
C -1.319972 3.519775 -1.580152
C -1.675706 4.665780 -2.316170
C -2.675167 5.528984 -1.917705
C -3.376061 5.246457 -0.741999
C -3.039405 4.151087 0.018073
C -1.985430 3.286663 -0.352435
O -1.656990 2.327194 0.450840
H -0.563687 3.283979 -4.123833
H 0.642016 1.999643 -3.935361
H 1.053005 3.655027 -3.503186
H 2.731956 0.930564 -3.875581
H 4.390011 0.390953 -4.181648
H 2.904553 2.972617 -1.825782
H 3.729231 5.283180 -1.719183
H 5.582184 6.027755 -3.200772
H 6.592352 4.418212 -4.791671
H 5.752320 2.100819 -4.900788
H -1.136318 4.896640 -3.223014
H -2.907971 6.406702 -2.506886
H -4.178192 5.899805 -0.417069
H -3.564340 3.921579 0.937026
C 0.897280 3.766143 1.500888
Ge -0.088831 2.805768 2.885263
C -1.818202 3.532367 3.414467
C 1.142997 3.180357 4.410802
C -0.112287 0.837530 2.620053
H 1.029265 4.800047 1.835165
H 0.432882 3.762952 0.518118
H 1.879622 3.292381 1.424301
H -1.888965 4.590772 3.150590
H -1.933052 3.429895 4.496627
H -2.622306 2.990501 2.913789
H 1.678286 4.121241 4.240173
H 1.888349 2.380864 4.478890
H 0.632152 3.255912 5.377890
H 0.939844 0.625212 2.742620
C -1.740361 -3.047378 2.091309
Ge -0.684294 -2.324015 0.539529
C -1.559590 -3.607503 -0.772058
C -1.050099 -4.880971 -1.055348
C -1.726066 -5.774770 -1.883126
C -2.945799 -5.424873 -2.449899
C -3.485624 -4.176088 -2.171672
C -2.796997 -3.291425 -1.347588
C 1.025984 -3.332999 0.884681
C 1.293391 -3.791882 2.150810
C 2.495160 -4.474462 2.477713
C 3.438387 -4.704393 1.523048
C 3.220835 -4.262522 0.191156
C 4.174227 -4.516144 -0.830478
C 3.951574 -4.111687 -2.114216
C 2.763777 -3.414799 -2.434966
C 1.839467 -3.148802 -1.466880
C 2.023744 -3.570344 -0.122582
H -1.599960 -4.129852 2.139629
H -2.802109 -2.844487 1.919952
H -1.464275 -2.606354 3.054947
H -0.102149 -5.185272 -0.623969
H -1.297069 -6.750717 -2.084509
H -3.471122 -6.118984 -3.095961
H -4.440436 -3.888346 -2.599959
H -3.246046 -2.328078 -1.143880
H 0.565550 -3.642310 2.941133
H 2.652609 -4.819071 3.494426
H 4.359001 -5.227495 1.760394
H 5.087855 -5.041295 -0.568855
H 4.688272 -4.306774 -2.884736
H 2.606251 -3.063382 -3.447498
H 0.941215 -2.595321 -1.713194

Cartesian forces, eV/Å:
0.60 0.36 -0.17
-0.02 -0.01 0.14
0.07 0.08 -0.23
-0.20 -0.04 0.23
0.11 -0.04 0.21
0.09 -0.20 0.07
0.02 0.03 0.00
0.03 0.00 -0.07
-0.03 0.05 -0.03
-0.02 0.01 0.05
0.01 -0.01 0.02
0.01 0.00 -0.05
0.23 0.09 -0.11
-0.10 -0.01 0.01
-0.11 -0.02 -0.04
0.07 0.02 0.05
0.04 0.12 0.06
-0.18 -0.17 -0.01
-0.31 -0.13 -0.31
0.66 0.39 -0.34
0.04 0.01 -0.03
-0.13 -0.01 -0.18
-0.02 -0.12 0.40
0.12 0.01 0.05
-0.08 -0.13 0.10
-0.01 0.04 -0.04
-0.07 0.07 0.09
0.00 -0.07 -0.07
0.09 0.10 -0.06
-0.04 0.01 -0.02
-0.02 -0.10 0.03
0.00 0.08 0.04
-0.05 -0.02 0.01
-0.04 0.04 -0.02
-0.03 0.03 0.05
0.00 -0.01 0.03
0.04 -0.03 0.02
0.02 0.00 0.02
0.02 0.00 -0.01
-0.02 0.02 -0.02
-0.01 0.00 0.11
-0.08 0.04 0.01
0.00 -0.08 -0.01
0.02 0.11 0.00
-0.04 0.09 0.09
-0.01 0.02 0.00
0.00 0.01 -0.03
0.03 -0.03 -0.05
0.00 0.08 0.02
-0.20 0.29 0.09
0.01 -0.08 -0.33
0.06 0.09 0.27
0.17 -0.21 -0.10
-0.44 0.10 -0.14
-0.10 0.02 0.19
-0.01 0.00 0.01
0.00 0.01 -0.06
0.00 0.04 0.12
0.03 -0.04 -0.06
-0.07 -0.07 0.04
-0.05 -0.02 0.02
0.00 0.04 -0.01
0.15 -0.05 -0.31
-0.06 0.01 0.01
0.03 -0.08 0.05
0.02 -0.01 0.01
-0.10 0.17 -0.03
0.08 -0.12 0.15
-0.07 0.09 0.07
0.03 -0.02 -0.01
0.00 -0.02 -0.01
-0.06 -0.04 0.00
0.02 0.03 -0.08
-0.01 0.01 -0.02
0.14 0.03 -0.11
0.03 -0.02 -0.03
-0.01 -0.01 0.00
-0.02 -0.01 0.03
-0.02 0.03 0.02
-0.02 0.04 0.00
0.00 -0.02 0.00
0.00 -0.02 -0.01
0.04 0.01 0.00
-0.02 0.06 -0.18
0.48 -0.19 0.38
-0.25 0.02 -0.07
0.04 0.05 0.18
-0.64 0.25 -0.08
0.01 -0.06 -0.04
0.02 0.01 0.02
-0.03 0.05 -0.02
-0.03 -0.06 0.04
-0.04 0.03 -0.04
0.03 0.05 0.04
-0.07 -0.08 0.04
-0.02 0.07 0.03
0.05 -0.01 -0.08
0.21 -0.32 0.00
-0.05 0.05 0.06
-0.11 -0.72 -0.03
-0.07 -0.08 -0.03
-0.07 0.08 -0.08
0.00 0.08 0.03
0.06 0.03 0.04
0.10 0.01 0.04
0.08 -0.12 0.01
0.16 0.04 -0.09
0.08 -0.15 -0.02
-0.16 0.01 -0.07
0.00 0.02 -0.06
0.03 -0.02 0.01
-0.06 0.01 0.08
-0.08 0.07 -0.03
0.12 -0.04 0.05
-0.01 0.00 0.12
-0.04 0.03 -0.02
-0.02 0.01 0.02
0.06 -0.02 0.01
-0.01 -0.04 -0.07
-0.02 0.00 -0.01
0.00 0.02 0.01
0.01 0.01 0.01
0.02 0.00 0.03
-0.03 0.05 0.01
0.04 -0.04 -0.02
-0.01 0.02 -0.02
-0.01 0.00 -0.01
-0.03 0.01 0.00
-0.02 0.00 0.01
0.02 0.00 0.01
0.03 0.00 0.02

=====

(5)
Computed, not measured: the molecule C5H10N2 in a non-equilibrium geometry, with the ωB97M-V functional and the def2-TZVPD basis.

Output
Molecular weight ... 98.15 g mol⁻¹
HOMO level (spin up / spin down) ... -7.371 / -7.370 eV
ΔE to the lowest compared entry with this formula, charge and spin ... 150.8 kJ/mol
SMILES ... C/C=N/C(N)=C/C
Kohn-Sham gap (spin up / spin down) ... 8.3 / 8.3 eV

Geometry (Å):
C -2.919037 -0.426714 -0.159522
C -1.511424 -0.194516 0.276615
N -0.916852 0.924945 -0.038980
C 0.434620 0.790616 -0.074071
N 1.162167 1.943334 0.154346
C 0.946313 -0.478167 -0.252510
C 2.375730 -0.868429 -0.024377
H -3.097106 -1.483328 -0.358810
H -3.606172 -0.100922 0.625403
H -3.144293 0.147620 -1.056390
H -1.174034 -0.816383 1.109260
H 0.614065 2.755964 0.397058
H 2.166167 1.902467 0.206384
H 0.399930 -1.159048 -0.890528
H 2.907501 -0.145189 0.592314
H 2.440613 -1.843122 0.463705
H 2.921813 -0.949126 -0.969897

Cartesian forces, eV/Å:
-0.10 0.19 -0.13
-0.87 1.88 0.85
-1.10 -1.44 -1.45
1.17 -0.80 1.21
-0.46 -0.46 -0.01
0.62 0.61 -0.28
0.08 0.28 -0.42
-0.01 -0.04 0.09
-0.05 -0.15 0.08
0.04 -0.02 0.01
0.62 -0.24 -0.60
0.59 -0.12 0.12
-0.31 0.32 -0.02
-0.38 0.01 0.33
0.05 -0.03 0.16
-0.01 0.05 0.04
0.12 -0.06 0.02

=====

(6)
Computed, not measured: a 2-piece molecular cluster, C6H9NO overall in a non-equilibrium geometry, with the ωB97M-V functional and the def2-TZVPD basis.

Output
Molecular weight ... 111.14 g mol⁻¹
HOMO level ... -8.260 eV
ΔE to the lowest compared entry with this formula, charge and spin ... 113.2 kJ/mol
SMILES ... C=Cc1cc[nH]c1.O
Kohn-Sham gap ... 9.0 eV

Geometry (Å):
C 2.601252 -0.477261 -0.936115
C 1.438209 -1.084428 -0.654616
C 0.101161 -0.491218 -0.629492
C -1.069028 -1.013899 -0.042005
C -2.058126 -0.066609 -0.062637
N -1.512328 1.041456 -0.747237
C -0.200874 0.782491 -1.061234
H 3.439012 -1.181641 -0.864954
H 2.779193 0.566991 -1.172143
H 1.423768 -2.166543 -0.532021
H -1.204010 -2.054430 0.232256
H -3.110639 -0.097629 0.113559
H -1.805945 2.003286 -0.727309
H 0.478391 1.412993 -1.620910
O 0.504642 0.820281 3.077232
H 0.666207 0.448950 2.186780
H -0.432014 1.058898 3.009305

Cartesian forces, eV/Å:
-0.08 -1.52 0.54
-0.25 0.17 -0.81
0.56 1.01 -0.13
-0.75 -0.79 0.21
1.07 1.10 -1.31
0.62 -0.29 0.31
-0.05 -0.79 0.28
0.09 0.78 -0.34
-0.19 -0.15 0.18
0.31 0.13 0.30
0.03 0.25 0.28
-0.24 -0.07 0.36
-0.62 -0.19 -0.03
-0.48 0.39 0.25
-0.38 -0.17 -0.90
0.11 0.16 0.58
0.25 -0.03 0.23

=====

no.,E (hartree)
1,-247.25794
2,-376.38015
3,-1026.14291
4,-8531.81642
5,-305.96642
6,-363.98114